No. 1
Molecular formula: C5H11O4Pb
Method: DFT, the ωB97M-V functional and the def2-TZVPD basis

The geometry in XYZ format:
```
21
Properties=species:S:1:pos:R:3:forces:R:3
O 4.29101 1.90815 -1.37938 -0.102 0.996 0.601
C 3.35146 2.30261 -0.65613 -0.184 0.066 0.926
C 2.21467 1.47760 -0.32730 -1.700 1.352 -0.056
O 2.42473 0.12930 -0.66465 -0.280 -0.846 1.135
C 2.86597 -0.69466 0.41132 -0.043 0.361 0.107
C 3.64788 -1.84764 -0.15880 -0.043 -0.458 0.182
O 4.71874 -1.31126 -0.91642 0.379 -0.733 1.495
C 5.67950 -2.27732 -1.30481 0.208 -0.274 -0.085
Pb 3.87377 0.09629 -2.63181 0.205 -0.106 -4.050
H 3.35103 3.33685 -0.26711 -0.041 -0.195 -0.248
H 0.99266 1.95046 -0.91419 -0.085 0.417 -0.361
H 2.00058 -1.06828 0.97858 0.123 0.052 -0.055
H 3.50597 -0.10640 1.08542 -0.050 -0.087 -0.101
H 3.01498 -2.47819 -0.80696 0.122 0.148 0.063
H 4.03398 -2.46830 0.66459 -0.085 0.068 -0.099
H 6.39314 -1.78008 -1.97168 -0.283 -0.064 0.118
H 6.20527 -2.66351 -0.41885 -0.142 0.068 -0.070
H 5.20056 -3.11216 -1.84131 0.100 0.207 0.068
H 1.83536 1.63284 0.70020 0.222 -0.154 -0.329
O -0.42364 2.48336 -1.33070 1.380 -0.856 0.828
H -0.36682 3.30048 -1.83256 0.298 0.037 -0.068
```
Forces are in eV/Å.

Values from the calculation:
Orbital gap (alpha / beta) in eV: 3.537 / 3.914
E_LUMO (alpha / beta) in eV: 3.1 / 3.0
Charge: -1
Strongest force on any atom in eV Å⁻¹: 4.1
DFT total energy in eV: -18795.838

Here are the natural (NBO) charges for atoms 1 to 4, given in e:
1 O -0.6940
2 C 0.3085
3 C -0.3083
4 O -0.5722

=====

No. 2
Molecular formula: CN4O5
Method: DFT, the ωB97M-V functional and the def2-TZVPD basis

The geometry in XYZ format:
```
10
Properties=species:S:1:pos:R:3:forces:R:3
N -1.67809 2.36061 0.08520 -0.171 0.323 -0.061
C -1.14127 1.37063 -0.13678 0.127 -1.153 0.255
N -0.50504 0.19075 -0.32527 -0.510 0.029 0.334
O 0.66339 0.15436 -0.88918 1.014 0.249 -0.742
N 1.85626 0.15911 0.19876 -0.586 -0.431 1.304
O 1.42253 0.18835 1.31610 0.900 0.087 -1.393
O 2.92640 0.07798 -0.29816 -1.222 0.238 0.301
N -1.09412 -1.22123 -0.04915 1.710 2.373 -0.278
O -2.15388 -1.25824 0.41015 -2.496 0.263 0.818
O -0.29618 -2.02232 -0.31166 1.235 -1.978 -0.538
```
Forces are in eV/Å.

Values from the calculation:
Relative energy (zero: lowest compared OMol25 entry of this formula, charge and spin) in kJ/mol: 0.00
Orbital gap in eV: 10.289
E_LUMO in eV: -0.7
SMILES: N#CN(O[N+](=O)[O-])[N+](=O)[O-]
Strongest force on any atom in eV Å⁻¹: 2.9
DFT total energy in eV: -17224.328

Here are the natural (NBO) charges for atoms 1 to 4, given in e:
1 N -0.2653
2 C 0.3663
3 N -0.1277
4 O -0.2356

=====

No. 3
Molecular formula: C46H42BN10SbSe4W
Method: DFT, the ωB97M-V functional and the def2-TZVPD basis

The geometry in XYZ format:
```
105
Properties=species:S:1:pos:R:3:forces:R:3
W 0.32422 0.23398 0.42304 -0.719 -0.591 -0.815
C -4.29840 1.32058 2.40130 -0.010 0.004 -0.050
C -2.86041 0.99675 2.60038 0.084 -0.030 -0.307
C -2.18283 0.83756 3.77540 0.076 0.101 0.422
C -0.84344 0.58817 3.46662 0.050 0.057 -1.404
N -0.70175 0.57516 2.10591 -2.341 0.328 2.343
N -1.98770 0.83401 1.58135 0.273 0.172 0.747
B -2.23924 1.07830 0.09089 0.132 -0.007 -0.245
N -1.91612 -0.24144 -0.71288 -0.470 -1.102 0.299
N -0.86940 -1.12081 -0.33964 -3.308 -1.826 -2.002
C -1.13320 -2.31344 -0.95134 0.357 1.283 0.565
C -2.34786 -2.20609 -1.63576 0.011 -0.413 -0.169
C -2.80830 -0.93111 -1.46684 0.225 0.431 0.128
C -4.05012 -0.31433 -2.00620 -0.044 0.029 0.057
C -0.24819 -3.46636 -0.92455 0.559 -0.763 0.086
C 1.13481 -3.35489 -0.73152 -0.302 0.493 -0.381
C 1.97006 -4.45521 -0.74779 -0.107 -0.430 -0.097
C 1.42180 -5.71428 -0.95897 -0.035 0.199 -0.002
C 0.05578 -5.84898 -1.16533 -0.020 -0.243 0.017
C -0.77519 -4.74556 -1.14159 -0.150 0.333 0.077
N -1.27621 2.19212 -0.40359 0.551 0.686 0.650
N 0.04522 2.14209 0.03993 -0.815 3.465 -1.757
C 0.66180 3.28344 -0.41314 -0.398 -1.344 0.551
C -0.26782 4.02216 -1.13622 0.299 0.357 -0.003
C -1.46189 3.34385 -1.07624 -0.362 -0.436 -0.024
C -2.79592 3.75112 -1.59479 -0.012 -0.038 -0.003
C 2.05993 3.50708 -0.05798 0.223 -0.180 0.164
C 2.44762 3.28234 1.26690 -0.135 0.358 -0.066
C 3.78331 3.34590 1.61570 0.096 -0.109 -0.033
C 4.74291 3.55256 0.63103 0.002 -0.131 0.063
C 4.36046 3.78799 -0.68152 0.144 0.013 0.038
C 3.02043 3.79426 -1.02404 -0.300 -0.031 -0.030
C 0.24492 0.37916 4.40706 0.643 -0.098 0.589
C 1.58804 0.47266 4.03117 -0.470 0.356 -0.342
C 2.61255 0.21697 4.92203 0.099 -0.065 0.267
C 2.29936 -0.12458 6.23230 0.062 0.017 -0.118
C 0.97424 -0.16418 6.64274 -0.035 -0.060 0.148
C -0.04511 0.07929 5.74315 -0.151 0.099 -0.338
H -4.78809 1.35926 3.37122 -0.045 -0.026 -0.012
H -4.79208 0.56886 1.78445 -0.031 0.002 0.023
H -4.42233 2.28994 1.91657 -0.008 -0.008 -0.006
H -2.59965 0.93102 4.76200 -0.030 -0.015 0.013
H -3.36161 1.40269 -0.11281 -0.059 -0.035 -0.017
H -2.80579 -2.97730 -2.22930 -0.017 -0.007 -0.025
H -4.52844 -1.00823 -2.69316 -0.013 0.022 -0.023
H -3.83532 0.61625 -2.53275 -0.015 -0.017 -0.034
H -4.75141 -0.07936 -1.20413 -0.019 -0.018 -0.025
H 1.54689 -2.36006 -0.63701 0.217 -0.105 0.138
H 3.03734 -4.33986 -0.59394 -0.119 0.179 0.005
H 2.07043 -6.57929 -0.96450 -0.034 -0.062 -0.035
H -0.36800 -6.82881 -1.34235 -0.027 -0.015 0.035
H -1.84424 -4.86510 -1.26487 -0.002 -0.075 -0.037
H -0.09514 4.97123 -1.61216 -0.004 0.079 0.063
H -2.70480 4.70162 -2.11452 -0.051 -0.004 -0.024
H -3.50206 3.86741 -0.77127 -0.031 0.016 -0.054
H -3.20328 3.00833 -2.28281 -0.030 0.034 -0.005
H 1.68204 3.09665 2.01508 0.099 -0.045 -0.012
H 4.09409 3.18538 2.63895 -0.008 -0.090 0.004
H 5.79115 3.47471 0.88829 -0.013 0.082 -0.013
H 5.11813 3.92538 -1.43938 -0.008 0.014 -0.044
H 2.70158 3.96308 -2.04609 0.094 -0.046 -0.040
H 1.79885 0.80922 3.02674 0.256 -0.140 0.036
H 3.65087 0.28614 4.61506 -0.059 -0.025 -0.172
H 3.09908 -0.34837 6.92518 -0.021 0.027 0.070
H 0.72986 -0.40040 7.67043 0.012 -0.022 0.007
H -1.07859 0.00732 6.05509 0.023 -0.056 0.099
N 0.58592 -2.09728 2.08353 -0.359 -0.567 0.620
C -0.40639 -2.50143 3.04330 0.106 0.062 -0.360
C -1.74045 -2.58160 2.65688 -0.148 -0.020 -0.006
C -2.71361 -2.92412 3.58254 0.080 -0.019 0.014
C -2.35784 -3.20096 4.89506 -0.098 -0.047 0.085
C -1.02570 -3.13648 5.27420 0.074 0.043 -0.006
C -0.04944 -2.78619 4.35487 -0.119 -0.035 -0.033
H 1.48328 -2.09198 2.56744 0.122 0.227 -0.277
H 0.66887 -2.83618 1.38977 0.072 0.064 -0.101
H -2.02615 -2.37990 1.63105 0.079 0.060 0.005
H -3.75160 -2.97542 3.27833 -0.003 -0.027 -0.012
H -3.11468 -3.48259 5.61516 -0.009 0.021 0.019
H -0.73513 -3.35037 6.29436 -0.025 -0.028 0.022
H 0.99101 -2.72689 4.65290 0.020 0.018 0.010
N -1.53685 2.43079 -10.15524 0.001 -0.025 0.039
C -1.16091 2.08400 -9.12622 -0.139 0.121 -0.399
C -0.69277 1.66722 -7.84587 0.236 -0.193 0.541
C -1.50433 1.80836 -6.72013 0.040 0.038 -0.227
C -1.04386 1.42034 -5.48081 0.150 -0.157 0.310
C 0.23731 0.88898 -5.33071 -0.274 0.215 -0.648
C 1.04507 0.73980 -6.45888 0.038 -0.021 0.345
C 0.58356 1.11973 -7.70101 -0.265 0.126 -0.188
N 0.70532 0.49533 -4.06294 0.177 -0.104 0.309
C 1.83184 -0.25621 -3.80069 0.169 -0.120 0.024
C 1.90633 -0.38930 -2.46188 0.165 -0.168 0.091
N 0.84864 0.26831 -1.85260 0.131 -0.194 -1.074
C 0.15361 0.77885 -2.86186 -0.055 0.138 0.759
H -2.50104 2.21392 -6.82398 0.004 0.022 -0.010
H -1.69358 1.51584 -4.62215 -0.032 0.010 -0.014
H 2.04522 0.34264 -6.37429 0.012 -0.013 0.036
H 1.21087 0.99485 -8.57258 0.027 0.026 0.015
H 2.50076 -0.64520 -4.54320 -0.071 0.030 -0.130
H 2.67590 -0.92984 -1.93763 0.017 0.147 0.142
H -0.71886 1.39404 -2.73612 -0.030 -0.018 -0.059
Se 4.84400 -3.20009 0.81239 -0.694 0.114 0.079
Sb 4.77609 -0.77628 0.70407 4.869 -1.466 0.075
Se 2.40840 -0.11702 0.63016 3.529 0.377 1.055
Se 6.01017 -0.00848 2.64350 -0.759 0.515 0.221
Se 5.98316 -0.06311 -1.27572 -0.794 0.321 -0.215
```
Forces are in eV/Å.

Values from the calculation:
Relative energy (zero: lowest compared OMol25 entry of this formula, charge and spin) in kJ/mol: 108.14
Orbital gap (alpha / beta) in eV: 4.875 / 4.519
E_LUMO (alpha / beta) in eV: -1.1 / -1.4
Strongest force on any atom in eV Å⁻¹: 5.1
Multiplicity: 3
DFT total energy in eV: -333710.370

Here are the natural (NBO) charges for atoms 1 to 4, given in e:
1 W 1.0772
2 C -0.6462
3 C 0.2586
4 C -0.3223

=====

> Among the records above, which one has the highest strongest force on any atom?

C46H42BN10SbSe4W

=====

> Number 2 is which compound?

CN4O5

=====

> Which value of strongest force on any atom does entry 2 give?

2.9 eV Å⁻¹

=====

> Which of these has the lowest DFT total energy?

C46H42BN10SbSe4W